Entry 1:
70
Properties=species:S:1:pos:R:3:forces:R:3:lowdin_charge:R:1 method="wB97M-V/def2-TZVPD" homo_energy_ev=-8.0 spin_multiplicity=1 smiles=CN1CCN(CCOc2cc(OC3CCOCC3)c3c(Nc4c(Cl)ccc5c4OCO5)ncnc3c2)CC1 e_lumo_ev=0.63
C -10.365 -1.616 0.384 0.1 0.0 0.0 -0.11
N -8.961 -1.315 0.552 0.0 0.1 0.0 -0.23
C -8.756 -0.061 1.249 0.2 0.0 0.2 -0.20
C -7.267 0.159 1.488 -0.3 0.1 0.0 -0.18
N -6.569 0.210 0.216 0.1 0.0 0.0 -0.18
C -5.166 0.540 0.376 0.2 0.1 -0.2 -0.17
C -4.565 1.053 -0.939 -0.5 -0.2 0.1 -0.17
O -3.336 1.717 -0.734 0.5 0.0 0.1 -0.03
C -2.208 0.991 -0.537 0.2 -0.3 0.0 -0.25
C -1.061 1.776 -0.299 0.2 0.3 0.1 0.06
C 0.173 1.210 -0.094 -0.3 0.1 -0.1 -0.17
O 1.309 1.924 0.145 -0.1 -0.3 0.0 -0.04
C 1.313 3.345 0.080 -0.1 0.8 0.1 -0.30
C 1.246 3.847 -1.368 0.3 -0.4 0.1 -0.09
C 2.530 3.466 -2.108 -0.3 0.0 -0.2 -0.20
O 3.673 3.987 -1.473 0.1 0.2 0.0 -0.12
C 3.818 3.465 -0.174 0.0 0.0 0.3 -0.21
C 2.625 3.813 0.719 0.0 -0.3 -0.3 -0.10
C 0.303 -0.207 -0.113 -0.2 -0.3 -0.1 0.01
C 1.501 -0.959 0.100 -0.3 -0.3 0.1 -0.22
N 2.675 -0.331 0.371 0.0 0.5 0.0 0.13
C 3.911 -0.943 0.477 0.3 -0.5 -0.1 -0.18
C 4.869 -0.475 1.397 0.1 -0.2 -0.1 -0.58
Cl 4.436 0.868 2.404 0.0 0.2 0.2 0.73
C 6.122 -1.035 1.530 -0.1 0.0 0.0 -0.11
C 6.504 -2.120 0.745 -0.1 -0.2 -0.3 0.00
C 5.587 -2.578 -0.170 -0.5 0.4 0.1 -0.20
C 4.328 -1.995 -0.323 0.5 -0.1 0.2 -0.14
O 3.674 -2.591 -1.362 0.2 0.4 0.1 0.03
C 4.502 -3.653 -1.780 -0.3 -0.8 -0.8 -0.15
O 5.727 -3.589 -1.079 0.3 0.2 0.2 0.04
N 1.503 -2.280 0.075 0.4 0.4 0.3 0.14
C 0.352 -2.892 -0.186 -0.3 0.0 0.0 -0.20
N -0.805 -2.339 -0.404 -0.4 -0.4 -0.1 0.11
C -0.858 -0.987 -0.364 0.5 0.5 0.1 -0.21
C -2.105 -0.378 -0.576 -0.4 0.3 -0.1 0.04
C -6.771 -1.050 -0.480 -0.2 0.0 -0.2 -0.18
C -8.260 -1.275 -0.716 0.2 -0.1 0.0 -0.19
H -10.465 -2.582 -0.108 -0.1 0.0 0.0 0.08
H -10.836 -1.673 1.364 -0.1 0.0 0.0 0.08
H -10.894 -0.859 -0.217 0.0 0.0 0.0 0.09
H -9.276 -0.105 2.209 0.0 0.0 0.0 0.12
H -9.155 0.792 0.670 0.0 0.0 0.0 0.13
H -7.121 1.109 2.007 0.0 0.0 0.0 0.12
H -6.883 -0.656 2.127 0.0 0.1 0.0 0.13
H -4.578 -0.312 0.759 -0.1 0.1 0.0 0.12
H -5.089 1.353 1.103 0.0 0.0 0.0 0.13
H -5.234 1.812 -1.354 0.1 -0.1 0.0 0.14
H -4.446 0.250 -1.673 0.0 0.1 0.0 0.12
H -1.212 2.843 -0.287 0.1 0.1 0.0 0.12
H 0.468 3.738 0.663 0.1 -0.1 -0.1 0.15
H 0.389 3.416 -1.886 -0.1 0.1 0.0 0.11
H 1.143 4.933 -1.353 0.0 0.0 0.0 0.13
H 2.529 3.882 -3.117 0.0 -0.1 0.0 0.13
H 2.603 2.369 -2.172 0.0 0.1 -0.1 0.13
H 4.734 3.902 0.227 0.0 -0.1 0.0 0.13
H 3.939 2.372 -0.226 0.1 0.1 0.0 0.11
H 2.751 3.344 1.695 0.0 0.0 0.1 0.10
H 2.576 4.895 0.850 0.0 0.0 0.0 0.13
H 2.616 0.638 0.660 0.0 -0.2 -0.2 0.09
H 6.809 -0.631 2.256 0.0 0.1 0.1 0.10
H 7.474 -2.574 0.844 0.2 -0.1 0.0 0.12
H 4.690 -3.567 -2.861 0.0 0.0 0.3 0.14
H 4.007 -4.616 -1.570 0.1 0.3 0.1 0.14
H 0.391 -3.974 -0.205 0.0 -0.1 0.0 0.11
H -2.940 -1.032 -0.760 -0.1 -0.1 0.0 0.11
H -6.261 -1.013 -1.443 0.0 -0.1 0.0 0.12
H -6.368 -1.896 0.104 0.0 0.0 -0.1 0.13
H -8.407 -2.229 -1.227 0.0 0.0 0.0 0.12
H -8.645 -0.466 -1.364 0.0 -0.1 0.0 0.13

=====

Entry 2:
62
Properties=species:S:1:pos:R:3:forces:R:3:lowdin_charge:R:1 method="wB97M-V/def2-TZVPD" homo_energy_ev="-12.6 / -12.7" spin_multiplicity=2 total_charge=+2 s2=0.81 e_lumo_ev="-8.06 / -8.06"
C -0.016 -0.326 -6.556 0.1 0.3 -2.0 -0.18
C 1.361 0.177 -6.493 0.3 0.0 1.3 0.01
C -0.262 -1.746 -6.840 -0.1 -0.6 1.2 0.01
C -1.141 0.616 -6.527 -0.3 0.1 1.3 0.01
Cl 0.021 -0.423 -2.534 0.1 0.3 -0.1 0.16
H -0.289 -1.977 -7.921 0.1 0.4 0.1 0.15
H -1.225 -2.070 -6.421 0.1 0.1 -0.3 0.11
H 0.524 -2.376 -6.399 -0.1 0.2 -0.3 0.11
H 1.768 0.455 -7.483 -0.4 -0.2 0.0 0.15
H 2.036 -0.580 -6.070 -0.1 0.1 -0.3 0.11
H 1.422 1.071 -5.858 -0.1 -0.1 -0.3 0.11
H -1.405 1.011 -7.525 0.4 -0.3 0.0 0.15
H -0.912 1.481 -5.890 0.0 -0.1 -0.3 0.11
H -2.045 0.136 -6.124 0.2 0.0 -0.3 0.11
C 1.256 -2.161 1.092 0.3 -0.7 -0.9 -0.13
C 0.617 -3.253 0.411 0.8 0.4 0.1 -0.13
C 0.988 -3.189 -0.975 0.5 0.1 0.5 -0.14
H 0.014 -4.027 0.879 0.2 0.3 -0.1 0.14
C 1.905 -2.096 -1.131 -0.5 -0.4 0.7 -0.15
C 2.019 -1.419 0.121 -0.4 -1.2 0.1 -0.09
H 2.610 -0.524 0.323 -0.3 -0.3 -0.1 0.12
H 1.296 -2.046 2.171 -0.3 0.2 -0.5 0.08
H 0.715 -3.915 -1.734 0.0 0.3 0.1 0.14
H 2.450 -1.855 -2.038 -0.4 0.2 0.2 0.12
C -2.124 -0.299 0.435 -0.4 -1.3 0.0 -0.12
C -1.891 -1.628 0.965 -0.5 0.3 -1.0 -0.18
C -2.125 -2.570 -0.119 -0.3 0.7 0.3 -0.14
H -1.704 -1.892 2.002 0.1 0.1 -0.4 0.11
C -2.514 -1.822 -1.266 0.2 -0.1 0.6 -0.11
C -2.521 -0.435 -0.929 0.6 -0.6 0.8 -0.11
H -2.804 0.380 -1.591 0.3 -0.2 0.2 0.13
H -2.104 0.635 1.003 0.2 -0.4 -0.3 0.10
H -2.113 -3.654 -0.041 0.0 0.3 0.0 0.13
H -2.855 -2.242 -2.209 0.4 0.1 0.2 0.13
V -0.232 -1.417 -0.468 -0.8 1.4 -0.6 0.57
C 0.463 -0.796 4.107 -0.1 0.0 0.1 -0.25
P 0.125 0.300 2.639 0.3 0.6 0.4 1.01
C -1.170 1.355 3.381 -0.6 0.0 -0.2 -0.39
C -1.109 2.756 3.477 -0.2 -0.5 0.3 -0.07
C -2.108 3.439 4.180 -0.1 -0.1 -0.1 -0.07
C -3.200 2.749 4.711 -0.1 -0.2 0.0 -0.07
C -3.328 1.367 4.517 0.3 -0.1 -0.2 -0.07
C -2.325 0.673 3.834 0.2 0.7 0.2 -0.12
C 1.626 1.335 2.570 0.2 0.1 -0.4 -0.39
C 2.459 1.523 3.681 -0.1 0.0 -0.4 -0.08
C 3.654 2.227 3.540 0.1 0.1 0.0 -0.06
C 4.021 2.760 2.299 -0.2 -0.1 0.0 -0.06
C 3.198 2.567 1.180 0.0 0.1 0.1 -0.08
C 2.003 1.857 1.307 0.2 -0.1 0.8 -0.13
H 1.458 -1.258 4.029 -0.2 0.2 0.1 0.05
H 0.407 -0.220 5.053 0.0 -0.4 -0.5 0.07
H -0.285 -1.608 4.143 0.3 0.4 0.1 0.05
H -0.278 3.300 3.033 0.0 -0.1 0.2 0.10
H -2.028 4.519 4.321 -0.1 -0.4 -0.1 0.12
H -3.978 3.280 5.268 0.3 -0.1 -0.2 0.12
H -4.192 0.814 4.895 0.3 0.3 -0.1 0.11
H -2.427 -0.403 3.680 0.1 0.2 0.2 0.09
H 2.172 1.106 4.647 0.2 0.2 -0.2 0.10
H 4.304 2.353 4.411 -0.2 0.0 -0.4 0.12
H 4.954 3.321 2.201 -0.3 -0.2 0.0 0.12
H 3.494 2.962 0.204 -0.1 -0.1 0.4 0.11
H 1.367 1.696 0.432 0.1 0.0 0.2 0.09

=====

Entry 3:
70
Properties=species:S:1:pos:R:3:forces:R:3:lowdin_charge:R:1 method="wB97M-V/def2-TZVPD" homo_energy_ev="0.1 / -1.6" spin_multiplicity=3 total_charge=-2 s2=2.04 e_lumo_ev="4.48 / 4.48"
Ti -1.042 0.247 -0.782 0.7 0.3 -0.1 0.17
C -4.202 3.348 -0.205 0.2 0.1 -0.1 -0.11
C -3.017 2.733 -0.535 -0.1 0.2 0.0 -0.17
N -2.858 1.384 -0.438 0.0 -0.1 0.0 -0.04
C -3.893 0.646 -0.019 -0.1 -0.2 0.1 -0.16
C -5.159 1.190 0.332 0.1 0.1 -0.1 -0.17
C -5.291 2.604 0.237 -0.1 -0.1 0.0 -0.07
C -6.188 0.322 0.737 0.0 -0.2 0.0 -0.07
C -6.008 -1.053 0.801 0.0 0.1 0.0 -0.09
C -4.772 -1.619 0.468 0.0 0.0 0.0 -0.18
C -4.501 -3.011 0.499 0.1 0.1 0.0 -0.04
C -3.264 -3.462 0.151 0.0 -0.2 0.0 -0.07
C -2.259 -2.553 -0.226 0.1 0.0 0.0 -0.16
N -2.467 -1.248 -0.261 -0.2 -0.3 0.2 -0.01
C -3.698 -0.774 0.070 -0.2 0.2 0.0 -0.13
H -4.272 4.424 -0.300 0.0 0.0 0.0 0.09
H -2.161 3.286 -0.900 0.0 0.0 0.0 0.07
H -6.229 3.076 0.498 0.0 0.0 0.0 0.08
H -7.148 0.754 0.998 0.0 0.0 0.0 0.09
H -6.819 -1.703 1.108 0.0 0.0 0.0 0.09
H -5.286 -3.697 0.796 0.0 0.0 0.0 0.10
H -3.031 -4.520 0.159 0.0 0.0 0.0 0.09
H -1.273 -2.888 -0.514 0.0 0.0 0.0 0.04
S -1.584 0.120 -3.292 0.0 0.0 0.0 -0.10
As -0.295 1.814 -2.916 0.0 0.1 -0.1 -0.04
S 1.414 0.494 -1.429 -0.1 0.0 0.0 -0.13
S 0.740 -1.395 -0.943 0.0 0.0 0.0 -0.01
S 0.735 2.564 -4.585 0.0 0.0 0.0 -0.30
F 0.573 2.180 5.091 0.0 0.0 0.0 -0.01
C 0.204 1.774 3.832 0.0 0.0 0.0 -0.32
C -0.074 0.443 3.613 0.0 0.0 0.0 -0.06
C -0.450 0.053 2.328 0.0 0.0 0.0 -0.15
C -0.553 0.943 1.251 -0.1 0.0 0.1 -0.27
C -0.261 2.279 1.557 0.0 0.0 -0.1 -0.16
C 0.119 2.711 2.826 -0.1 0.0 0.1 -0.08
H 0.010 -0.267 4.428 0.0 0.0 0.0 0.10
H -0.650 -1.003 2.165 0.0 0.0 0.0 0.08
H -0.307 3.031 0.771 0.0 0.0 0.0 0.09
H 0.348 3.749 3.038 0.0 0.0 0.0 0.10
C 5.763 1.940 3.343 0.0 0.0 -0.1 -0.17
C 4.698 0.858 3.247 0.0 -0.1 0.0 -0.58
C 3.869 0.814 4.527 0.0 0.0 0.0 -0.19
Sb 3.298 0.933 1.526 0.0 0.0 0.0 1.52
C 4.640 -0.141 0.183 0.0 0.0 -0.1 -0.60
C 4.534 -1.634 0.470 0.0 0.0 0.0 -0.18
C 6.090 0.321 0.201 0.0 0.0 0.0 -0.16
C 3.858 2.936 0.867 0.0 0.0 0.0 -0.58
C 3.099 3.973 1.689 0.0 0.0 0.0 -0.17
C 3.601 3.153 -0.620 0.0 0.0 0.0 -0.17
H 6.389 1.792 4.233 0.0 0.0 0.0 0.06
H 5.314 2.931 3.433 0.0 0.0 0.0 0.06
H 6.422 1.958 2.473 0.0 0.0 0.0 0.05
H 5.199 -0.111 3.126 0.0 0.0 0.0 0.06
H 3.310 1.743 4.670 0.0 0.0 0.0 0.06
H 4.503 0.674 5.412 0.0 0.0 0.0 0.06
H 3.129 0.012 4.506 0.0 0.0 0.0 0.06
H 4.209 0.053 -0.803 0.0 0.0 0.0 0.04
H 4.873 -1.868 1.485 0.0 0.0 0.0 0.06
H 5.158 -2.211 -0.221 0.0 0.0 0.0 0.07
H 3.505 -1.982 0.365 0.0 0.0 0.0 0.03
H 6.556 0.135 1.175 0.0 0.0 -0.1 0.06
H 6.186 1.386 -0.019 0.0 0.0 0.0 0.06
H 6.678 -0.224 -0.547 0.0 0.0 0.0 0.07
H 4.930 3.034 1.063 0.0 0.0 0.0 0.06
H 2.030 3.912 1.478 0.1 0.0 0.0 0.04
H 3.429 4.989 1.441 0.0 0.0 0.0 0.07
H 3.223 3.833 2.766 0.0 0.0 0.0 0.06
H 2.539 3.068 -0.858 0.0 0.0 0.0 0.04
H 4.124 2.428 -1.245 0.0 0.0 0.0 0.06
H 3.926 4.155 -0.923 0.0 0.0 0.0 0.07

=====

no.,energy (eV),F_max (eV/Å)
1,-58728.2016,1.2
2,-76001.0054,2.0
3,-168068.6597,0.8